{"formula": "C53H54BrCsNOP2S4", "method": "ωB97M-V with the def2-TZVPD basis set", "symbols": ["Cs", "Br", "S", "S", "S", "S", "P", "P", "O", "N", "C", "C", "C", "C", "C", "C", "C", "C", "C", "C", "C", "C", "C", "C", "C", "C", "C", "C", "C", "C", "C", "C", "C", "C", "C", "C", "C", "C", "C", "C", "C", "C", "C", "C", "C", "C", "C", "C", "C", "C", "C", "C", "C", "C", "C", "C", "C", "C", "C", "C", "C", "C", "C", "H", "H", "H", "H", "H", "H", "H", "H", "H", "H", "H", "H", "H", "H", "H", "H", "H", "H", "H", "H", "H", "H", "H", "H", "H", "H", "H", "H", "H", "H", "H", "H", "H", "H", "H", "H", "H", "H", "H", "H", "H", "H", "H", "H", "H", "H", "H", "H", "H", "H", "H", "H", "H", "H"], "xyz": [[4.0614, -22.4795, -3.3263], [4.5837, -18.4087, -2.5646], [2.4560, -23.3586, -6.3928], [6.2992, -20.3892, -5.3987], [2.8781, -19.9312, -5.5401], [5.9751, -23.7070, -5.9987], [5.5294, -25.5146, -1.5296], [3.5143, -22.7794, 0.7445], [4.7428, -25.3847, 1.3067], [2.4934, -20.0921, -1.9553], [7.5951, -23.8956, -2.5566], [1.4457, -21.9292, -6.8554], [7.6852, -26.1130, -3.3937], [4.8977, -20.4904, 1.1037], [4.7166, -28.1575, -2.0993], [4.1064, -29.0877, -2.9482], [5.1096, -19.1587, 1.4246], [4.8107, -26.8452, -2.5073], [1.2219, -20.3896, -1.6674], [3.7001, -23.4672, -7.6821], [7.5345, -27.5992, 2.0835], [5.8572, -26.2066, 1.1543], [5.3731, -19.7153, -6.8099], [3.5085, -27.3679, -4.4703], [4.2915, -23.1971, 4.8088], [4.0480, -23.4103, 2.3891], [2.5099, -20.1327, 1.4481], [6.9850, -22.5910, -7.0081], [8.0605, -27.7955, 0.8058], [0.8873, -22.8745, 1.6787], [1.3462, -23.9436, -0.4237], [-0.4678, -23.1702, 1.5054], [0.2881, -19.4152, -1.2843], [4.2107, -18.9236, -6.2772], [2.1158, -20.5633, -7.0625], [9.3313, -24.5364, -4.1175], [4.0342, -18.3560, 1.7753], [2.0778, -17.7895, -1.4711], [4.9284, -24.4524, 4.8338], [8.7232, -23.5775, -3.3181], [1.7829, -23.2126, 0.6694], [4.3767, -27.5144, 3.5136], [4.6436, -24.6553, 2.4644], [3.5760, -20.9827, 1.1352], [6.3968, -26.8112, 2.2812], [7.4646, -27.2032, -0.2908], [2.8573, -18.8451, -1.8740], [3.8649, -22.6884, 3.5698], [7.0393, -25.1592, -2.5937], [5.1001, -25.1750, 3.6509], [0.7758, -18.1286, -1.1258], [-1.1347, -19.7783, -1.0222], [2.7516, -18.8156, 1.7416], [7.5297, -21.4154, -6.2393], [5.6212, -26.6163, 3.6102], [3.5053, -28.7069, -4.1268], [0.0282, -24.3206, -0.5763], [6.3423, -26.3713, -0.1333], [-0.8875, -23.8845, 0.4015], [8.8135, -25.8215, -4.1444], [4.8497, -24.3578, -7.2362], [6.4112, -26.9519, 4.8873], [4.2189, -26.4648, -3.6873], [2.8513, -20.6039, -7.8845], [3.6975, -27.2118, 4.3566], [3.2597, -23.8197, -8.6259], [5.4211, -24.5738, -8.1100], [7.8472, -23.1648, -7.3922], [1.2966, -19.9024, -7.4204], [6.8929, -27.9105, 4.7797], [3.0780, -29.4502, -4.7683], [5.7878, -27.0502, 5.7270], [2.0736, -24.2152, -1.1458], [8.1129, -20.7738, -6.9121], [5.7642, -21.1311, 0.8702], [1.5081, -20.5275, 1.4913], [3.8087, -27.3523, 2.5888], [5.1545, -28.4262, -1.1543], [0.9297, -22.1776, -7.7627], [8.9229, -28.4449, 0.6655], [9.2840, -26.5366, -4.8271], [-1.9517, -24.1445, 0.2708], [8.0553, -28.0454, 2.9137], [5.2638, -24.8614, 5.7953], [1.9304, -18.1706, 2.0103], [-1.2311, -20.4278, -0.1550], [4.5722, -25.3213, -6.7835], [9.1235, -22.5806, -3.2541], [5.9903, -19.0587, -7.4189], [-1.1881, -22.9938, 2.3154], [0.0707, -17.3730, -0.8396], [6.0997, -18.7759, 1.4994], [4.9996, -20.5228, -7.4582], [4.1076, -22.4565, -7.8936], [4.1455, -22.6766, 5.7552], [7.8797, -27.3158, -1.2601], [0.9487, -21.4369, -1.7212], [3.3410, -21.7275, 3.4815], [6.4032, -22.2422, -7.8452], [4.2074, -30.1521, -2.7043], [1.2136, -22.3372, 2.5887], [-1.7450, -18.8820, -0.8121], [3.7718, -18.2882, -7.0579], [7.2838, -27.1158, -3.4975], [10.2317, -24.2488, -4.6243], [-1.5555, -20.2784, -1.9122], [4.1736, -25.4201, -3.9653], [8.2433, -21.7627, -5.4609], [-0.3156, -24.8791, -1.4314], [0.6555, -21.8568, -6.0572], [4.4833, -18.2479, -5.4635], [3.0329, -27.0293, -5.4105], [4.6034, -28.5531, 3.6070], [4.1758, -17.3083, 1.9944], [7.0786, -23.1312, -1.9789], [7.1943, -26.2214, 5.0592], [2.5669, -16.8521, -1.3033]], "forces_ev_per_angstrom": [[0.1261, 0.1539, 0.3400], [0.2479, -0.2302, 0.1977], [-0.1494, 0.0312, 0.4460], [0.1632, 0.0596, -0.1181], [0.0395, 0.1418, -0.5140], [0.1599, 0.2205, 0.1850], [1.0554, 0.7760, -0.2568], [1.1671, 0.4163, -0.1616], [0.2656, -0.2877, -0.4098], [-0.4340, -0.7239, -0.1777], [-0.1863, 0.5595, -0.2945], [-0.3184, 0.3085, 0.7086], [-0.2574, -0.4651, -0.3888], [-0.3705, 0.2466, 0.0922], [-0.1223, -0.3807, -0.5555], [0.7290, -0.7633, 0.7949], [-0.4104, -0.4729, 0.3900], [-0.0019, -0.0303, 0.5950], [-0.0447, 0.7005, 0.2708], [0.1149, 0.7737, -0.2805], [-0.2116, 0.3371, -0.0998], [-0.7693, 0.6063, 0.1802], [0.0082, -0.4193, -0.0188], [0.2061, 0.5618, -0.8997], [0.2296, -0.5654, -0.5647], [-0.4110, 0.3716, 0.0362], [0.4032, -1.1033, -0.3146], [0.5572, -0.5514, -0.0036], [-0.0642, -0.1764, 0.0764], [-0.6470, 0.3522, 0.2382], [-0.2906, 0.0367, 0.0545], [0.0491, -0.3693, 0.9534], [0.8266, -0.6443, -0.0193], [-0.8909, 0.4651, 0.2677], [-0.4963, -0.1787, -0.3289], [-0.1898, 0.5184, 0.8144], [0.6827, 1.0032, -0.4140], [-0.2733, -0.8148, 0.8119], [-0.2305, 0.5500, -0.0508], [-0.3611, -0.2169, 0.3179], [-0.5016, 0.1372, 0.7990], [-1.2024, 1.0999, 0.8393], [0.0757, 0.1429, -0.2016], [0.3552, -0.2967, -0.2401], [0.4232, -0.1741, 0.6119], [-0.5956, 0.5065, 0.7564], [0.5930, 0.3256, -0.5929], [-0.1802, 0.0502, 0.5201], [-0.0132, -0.7427, 0.0914], [0.3539, -0.7588, 0.7891], [-0.1432, 0.4532, -0.5691], [-0.6245, 0.3625, -0.2661], [-0.6254, -0.0239, 0.3446], [0.6509, 0.2920, 0.5033], [0.2229, 0.1330, -0.2906], [0.1483, 0.1114, 0.1446], [-0.7007, 0.8097, 0.8351], [0.4059, -0.4402, -0.0377], [-0.4562, -0.6856, -1.0525], [0.1477, 0.2157, -0.5127], [-0.1462, -0.3348, 0.3885], [0.7966, -0.0182, -1.8142], [-1.3069, 0.1028, -0.8633], [-0.1636, -0.0463, 0.4359], [0.4741, -0.4743, -0.6584], [0.0864, -0.1158, 0.3102], [0.5519, -0.4066, -0.6596], [-0.3928, 0.1978, -0.0018], [0.5762, -0.1139, 0.3410], [0.1983, -0.4385, -0.1154], [-0.2774, -0.2035, -0.2329], [-0.9453, 0.1552, 1.1071], [0.6189, -0.3686, -0.6910], [-0.1080, -0.1419, 0.0668], [-0.6330, 0.1951, 0.0673], [-0.1314, 0.0430, -0.1346], [0.2362, -0.0177, 0.1493], [0.0715, -0.3822, 0.1249], [-0.3715, -0.1428, -0.5213], [-0.1167, 0.2219, 0.0900], [-0.3310, -0.0312, 0.4996], [0.6298, 0.1685, 0.2183], [-0.1011, -0.1336, 0.2448], [-0.1457, 0.1745, -0.5270], [-0.1115, 0.1695, -0.0151], [0.0163, -0.2359, -0.0208], [-0.4071, 0.2316, -0.3866], [0.1503, 0.2337, -0.0384], [0.2854, -0.0066, 0.0257], [0.3394, 0.2661, -0.4363], [-0.1120, 0.4187, 0.3043], [0.6274, 0.3005, -0.1586], [0.1870, 0.1592, 0.2108], [-0.2020, -0.4747, 0.1696], [-0.0467, 0.0686, -0.4091], [0.3278, -0.2466, -0.6451], [-0.0948, -0.0718, -0.0385], [0.4149, -0.3448, 0.3473], [-0.2824, 0.0321, -0.3690], [-0.3602, 0.4262, 0.0128], [-0.1552, -0.5267, -0.6259], [0.2786, -0.3572, -0.1832], [0.0667, -0.2290, 0.1075], [-0.1421, 0.0359, 0.1759], [0.2403, -0.1494, -0.4423], [0.0351, 0.1026, 0.4909], [0.2717, 0.1334, -0.1370], [-0.5564, 0.2481, -0.3159], [0.0374, -0.1415, -0.0814], [0.7894, -0.1047, -0.6422], [0.2436, -0.0536, -0.1279], [0.2387, -0.2025, 0.6967], [0.3045, -0.7729, 0.0425], [0.2850, 0.0840, 0.1764], [0.2962, 0.0553, 0.1041], [0.0671, 0.1844, 0.1594], [-0.3363, 0.5647, -0.1458]], "total_charge": 1, "homo_ev": -9.98, "e_lumo_ev": -1.767, "relative_energy_kcal_mol": 3.9}